1.
This record from OMol25 describes a structure of composition C23H24BrN4O3PtSe. The level of theory is ωB97M-V/def2-TZVPD.

HOMO-LUMO gap (alpha / beta): 7.5 / 4.5 eV
Total charge: +1
HOMO level (alpha / beta): -10.1 / -10.1 eV
2S+1: 3

Last column: Mulliken charge in e.
Geometry (Å):
Pt: -1.84 0.18 0.88  0.671
C: -3.53 1.77 -1.33  -1.088
O: -2.20 1.24 -1.22  -0.278
C: -1.16 2.05 -1.64  0.786
C: -1.28 3.40 -1.86  -0.259
C: -0.14 4.10 -2.23  -0.545
Br: -0.28 5.96 -2.53  -0.180
C: 1.07 3.47 -2.39  -0.605
C: 1.18 2.09 -2.18  0.186
C: 0.05 1.38 -1.82  0.246
O: 0.11 0.03 -1.59  -0.694
C: 2.51 1.47 -2.37  0.325
N: 3.56 2.16 -2.73  -0.669
C: 4.59 1.24 -2.78  0.453
C: 5.93 1.42 -3.11  -0.718
C: 6.75 0.31 -3.09  -0.487
C: 6.26 -0.96 -2.75  -0.458
C: 4.94 -1.16 -2.42  -0.948
C: 4.12 -0.04 -2.45  0.715
N: 2.78 0.14 -2.18  0.159
H: -3.65 2.65 -0.69  0.394
H: -4.21 0.99 -1.01  0.259
H: -3.73 2.04 -2.37  0.407
H: -2.22 3.92 -1.74  0.458
H: 1.96 4.01 -2.67  0.627
H: -0.74 -0.38 -1.79  0.307
H: 6.31 2.40 -3.37  0.434
H: 7.80 0.42 -3.34  0.387
H: 6.94 -1.81 -2.75  0.386
H: 4.56 -2.14 -2.17  0.391
H: 2.09 -0.55 -1.93  0.057
C: -1.50 -2.50 2.30  -1.043
N: -2.16 -3.30 1.27  0.197
C: -2.52 -4.69 1.59  -1.011
C: -2.38 -2.79 0.07  0.702
C: -2.99 -3.60 -1.03  -1.106
O: -2.08 -1.60 -0.23  -0.676
H: -1.34 -3.12 3.17  0.305
H: -2.12 -1.66 2.61  0.306
H: -0.53 -2.14 1.95  0.362
H: -2.32 -4.86 2.64  0.294
H: -1.93 -5.40 1.01  0.387
H: -3.58 -4.87 1.42  0.386
H: -3.22 -4.63 -0.76  0.401
H: -2.29 -3.60 -1.87  0.309
H: -3.89 -3.10 -1.36  0.304
Se: -1.40 2.11 2.03  0.029
C: -1.31 1.36 3.79  0.403
C: -2.40 0.69 4.34  -0.231
C: -2.26 0.15 5.61  -0.371
N: -1.14 0.23 6.33  -0.523
C: -0.11 0.89 5.79  -0.403
C: -0.15 1.48 4.54  -0.391
H: -3.33 0.59 3.80  0.497
H: -3.09 -0.37 6.07  0.385
H: 0.78 0.95 6.40  0.366
H: 0.72 2.01 4.16  0.405

2.
This record from OMol25 describes a structure of composition C42H46As2I2N11O13RbS at a distorted geometry. The level of theory is ωB97M-V/def2-TZVPD.

HOMO-LUMO gap: 5.0 eV
Total charge: -2
HOMO level: -2.1 eV

Last column: Mulliken charge in e.
Geometry (Å):
Rb: -0.71 0.93 -1.47  1.230
I: -5.97 1.90 -6.93  -0.066
C: -4.63 2.23 -5.32  -0.396
C: -5.14 2.55 -4.06  -0.391
C: -4.25 2.79 -3.04  -0.353
I: -4.98 3.34 -1.14  0.048
C: -2.82 2.74 -3.17  0.180
O: -2.03 3.00 -2.23  -0.975
C: -2.38 2.41 -4.51  0.476
C: -0.90 2.37 -4.76  -1.229
N: -0.36 1.03 -4.57  0.051
C: 1.07 0.97 -4.81  -0.735
C: 1.68 -0.32 -4.32  0.344
C: 2.72 -0.92 -5.02  -0.847
C: 3.35 -2.02 -4.47  -0.578
C: 2.91 -2.50 -3.25  -0.729
C: 1.82 -1.87 -2.66  -0.159
N: 1.23 -0.80 -3.17  0.447
C: -3.27 2.17 -5.53  -0.163
H: -6.20 2.62 -3.89  0.377
H: -0.40 3.03 -4.04  0.456
H: -0.69 2.75 -5.78  0.443
H: -0.85 0.38 -5.17  0.191
H: 1.53 1.76 -4.21  0.394
H: 1.34 1.14 -5.86  0.210
H: 3.04 -0.52 -5.98  0.353
H: 4.18 -2.49 -4.98  0.418
H: 3.38 -3.34 -2.76  0.488
H: 1.40 -2.24 -1.73  0.335
H: -2.89 1.94 -6.53  0.390
N: 1.52 0.83 2.80  -0.032
N: 1.02 1.88 3.60  -0.475
C: 0.98 3.20 3.05  0.518
O: 0.24 3.99 3.66  -0.774
O: 1.67 3.44 2.01  -0.767
H: 0.95 0.65 1.97  -0.116
H: 1.51 -0.01 3.35  0.290
H: 0.16 1.69 4.10  0.377
O: -1.99 -1.89 -1.33  -0.394
N: -0.99 -1.76 -0.70  0.038
O: -1.11 -1.29 0.53  0.472
N: 10.32 -3.29 2.20  -0.568
C: 9.19 -3.15 2.04  0.056
C: 7.79 -3.00 1.84  0.544
C: 6.90 -3.99 2.26  -0.910
C: 5.55 -3.85 2.05  -0.535
C: 5.05 -2.72 1.40  0.849
C: 5.93 -1.72 0.99  0.028
C: 7.29 -1.85 1.21  -0.852
N: 3.68 -2.58 1.15  0.477
C: 2.75 -3.61 1.03  -1.331
C: 1.57 -3.01 0.74  -0.848
N: 1.73 -1.64 0.69  0.923
C: 2.98 -1.42 0.95  -1.100
H: 7.29 -4.87 2.75  0.435
H: 4.87 -4.61 2.40  0.410
H: 5.56 -0.84 0.49  0.103
H: 7.97 -1.08 0.89  0.459
H: 3.02 -4.65 1.12  0.547
H: 0.61 -3.47 0.56  0.663
H: 3.41 -0.43 1.04  0.532
C: -3.47 4.52 3.65  -0.815
O: -3.75 3.30 2.94  -0.018
C: -3.73 2.18 3.64  -1.008
O: -3.60 2.12 4.85  -0.608
C: -3.73 0.92 2.84  0.301
C: -4.80 0.10 2.81  1.213
As: -4.82 -1.86 2.53  0.097
C: -4.64 -2.11 4.49  -1.213
C: -2.95 -2.03 2.02  -0.793
C: -2.42 -1.00 1.08  2.110
As: -1.87 0.55 2.30  1.401
C: -1.61 2.16 1.20  -0.680
C: -3.33 -0.56 -0.05  -1.749
O: -3.09 0.43 -0.71  -0.110
O: -4.46 -1.24 -0.16  -0.125
C: -5.28 -0.87 -1.27  -0.723
C: -2.12 -2.81 2.85  -0.068
O: -2.45 -3.77 3.55  -0.778
O: -0.78 -2.44 2.84  0.035
C: 0.04 -3.13 3.77  -0.936
C: -6.09 0.69 3.24  0.223
O: -6.30 1.83 3.58  -0.607
O: -7.09 -0.23 3.20  -0.331
C: -8.38 0.24 3.58  -0.811
H: -2.39 4.66 3.71  0.257
H: -3.88 4.47 4.66  0.344
H: -3.93 5.32 3.08  0.221
H: -5.58 -1.83 4.97  0.324
H: -3.84 -1.48 4.86  0.309
H: -4.41 -3.15 4.71  0.385
H: -1.32 2.98 1.85  0.448
H: -2.51 2.43 0.65  0.478
H: -0.78 2.00 0.49  -0.296
H: -6.14 -1.53 -1.22  0.253
H: -4.73 -1.02 -2.20  0.273
H: -5.58 0.17 -1.19  0.167
H: 1.06 -2.78 3.59  0.170
H: -0.02 -4.21 3.63  0.309
H: -0.25 -2.89 4.80  0.280
H: -8.97 -0.64 3.82  0.239
H: -8.84 0.79 2.75  0.277
H: -8.30 0.92 4.43  0.322
C: 6.37 0.05 -3.75  -1.136
C: 5.41 1.24 -3.85  -0.219
C: 4.61 1.46 -2.61  0.249
N: 3.35 1.65 -2.58  -0.206
N: 2.81 1.87 -1.35  -0.408
C: 3.69 1.88 -0.38  0.294
N: 3.49 2.04 0.91  -0.104
S: 5.35 1.55 -1.02  -0.270
H: 6.89 -0.10 -4.69  0.362
H: 5.82 -0.85 -3.50  0.212
H: 7.11 0.24 -2.97  0.387
H: 4.69 1.08 -4.66  0.145
H: 5.98 2.15 -4.08  0.312
H: 2.61 2.54 1.35  0.209
H: 4.31 2.07 1.50  0.174

3.
This record from OMol25 describes a structure of composition C3H6N2 at a distorted geometry. The level of theory is ωB97M-V/def2-TZVPD.

HOMO-LUMO gap: 11.0 eV
Total charge: 0
HOMO level: -10.2 eV

Last column: Mulliken charge in e.
Geometry (Å):
C: 0.08 0.87 0.92  -1.126
C: -0.09 0.14 -0.38  0.196
N: 1.01 -0.44 -0.92  -0.487
C: -1.99 -1.17 -0.42  -0.156
N: -1.10 -1.34 0.35  -0.354
H: -0.89 1.23 1.28  0.305
H: 0.50 0.20 1.66  0.353
H: 0.75 1.72 0.76  0.345
H: -0.64 0.72 -1.14  0.406
H: 0.89 -0.87 -1.83  0.256
H: 1.49 -1.06 -0.28  0.263

4.
This record from OMol25 describes an isolated molecule of C8H15N at a distorted geometry. The level of theory is ωB97M-V/def2-TZVPD.

HOMO-LUMO gap: 5.9 eV
Total charge: 0
HOMO level: -5.2 eV

Last column: Mulliken charge in e.
Geometry (Å):
C: -1.54 -0.77 0.24  0.315
C: -1.86 0.02 1.46  -1.315
C: -2.22 -0.55 -1.07  -1.294
N: -0.36 -1.52 0.22  -0.146
C: 0.63 1.49 -0.41  -0.855
C: 0.08 2.40 -0.97  0.073
H: -0.45 -2.36 -0.38  0.367
H: -0.12 -1.82 1.17  0.404
H: -1.46 -0.47 2.36  0.296
H: -2.94 0.10 1.59  0.394
H: -1.47 1.06 1.46  0.171
H: -2.21 -1.47 -1.68  0.299
H: -1.76 0.24 -1.69  0.163
H: -3.26 -0.26 -0.91  0.355
H: -0.42 3.17 -1.49  0.449
C: 2.92 0.77 0.11  -1.696
C: 1.42 0.45 0.24  0.902
C: 1.11 -0.92 -0.34  -1.073
H: 1.16 0.45 1.31  0.239
H: 3.52 0.04 0.66  0.432
H: 3.23 0.75 -0.94  0.356
H: 3.14 1.76 0.50  0.397
H: 1.85 -1.67 -0.03  0.445
H: 1.03 -0.89 -1.42  0.324

5.
This record from OMol25 describes a structure of composition C25H30N6OPd. The level of theory is ωB97M-V/def2-TZVPD.

HOMO-LUMO gap: 3.4 eV
Total charge: -2
HOMO level: 1.2 eV

Last column: Mulliken charge in e.
Geometry (Å):
Pd: -0.03 -0.51 0.97  -0.237
C: 0.21 2.36 -0.98  -1.237
N: 1.14 1.92 0.01  0.288
C: 2.47 1.63 -0.39  -1.209
C: 2.57 0.45 -1.31  0.301
N: 1.68 -0.47 -1.51  0.126
C: 2.25 -1.34 -2.43  -0.031
C: 1.72 -2.50 -2.98  -0.377
C: 2.51 -3.21 -3.87  -0.617
C: 3.80 -2.77 -4.21  -0.276
C: 4.34 -1.62 -3.66  -1.088
C: 3.54 -0.91 -2.77  0.520
N: 3.72 0.25 -2.05  -0.071
C: -1.22 2.06 -0.53  0.446
N: -1.47 0.68 -0.30  0.312
C: -2.53 0.33 -1.04  -0.637
C: -3.20 -0.89 -1.14  -0.956
C: -4.33 -0.99 -1.95  -0.326
C: -4.82 0.09 -2.67  -0.568
C: -4.15 1.33 -2.59  -0.816
C: -3.04 1.43 -1.80  1.000
N: -2.17 2.52 -1.57  -0.359
H: 0.37 1.78 -1.89  0.374
H: 0.29 3.44 -1.24  0.100
H: 1.10 2.45 0.87  0.176
H: 3.05 1.39 0.51  0.353
H: 3.00 2.47 -0.91  0.259
H: 0.73 -2.83 -2.69  0.466
H: 2.13 -4.12 -4.31  0.358
H: 4.39 -3.36 -4.91  0.346
H: 5.34 -1.29 -3.92  0.353
H: 4.56 0.81 -1.99  0.204
H: -2.83 -1.74 -0.57  0.360
H: -4.84 -1.95 -2.02  0.347
H: -5.70 -0.01 -3.29  0.339
H: -4.50 2.19 -3.15  0.358
H: -2.62 3.38 -1.30  0.354
C: -1.57 3.15 2.99  -1.687
C: -2.03 2.34 1.79  1.681
C: -3.55 2.36 1.64  -1.577
O: -1.39 2.92 0.65  -0.533
H: -2.00 2.75 3.91  0.360
H: -1.87 4.20 2.89  0.391
H: -0.49 3.11 3.08  0.343
H: -1.69 1.30 1.89  -0.234
H: -3.91 3.39 1.55  0.258
H: -4.02 1.90 2.51  0.408
H: -3.86 1.80 0.76  0.343
C: 0.20 -0.18 4.34  -0.488
C: 0.90 -1.38 3.78  -0.075
C: 1.61 -2.35 4.47  -0.682
C: 2.06 -3.28 3.49  -0.746
C: 1.59 -2.80 2.28  0.106
C: 1.79 -3.37 0.91  -0.765
N: 0.89 -1.65 2.45  0.480
H: 0.81 0.35 5.08  0.315
H: -0.76 -0.43 4.82  0.212
H: -0.03 0.50 3.51  -0.284
H: 1.77 -2.39 5.54  0.383
H: 2.64 -4.17 3.65  0.395
H: 1.51 -4.43 0.86  0.334
H: 2.82 -3.29 0.56  0.168
H: 1.16 -2.82 0.20  -0.043

6.
This record from OMol25 describes a cluster of 11 separate species, C22H66O11 in total at a distorted geometry. The level of theory is ωB97M-V/def2-TZVPD.

HOMO-LUMO gap: 9.6 eV
Total charge: 0
HOMO level: -9.5 eV
SMILES: CCO.CCO.CCO.CCO.CCO.CCO.CCO.CCO.CCO.CCO.CCO

Last column: Mulliken charge in e.
Geometry (Å):
C: 1.06 3.02 3.62  -0.658
C: 0.74 2.24 4.91  -0.363
O: -0.46 1.49 4.77  -0.522
H: 2.00 3.59 3.79  0.385
H: 0.27 3.72 3.35  0.283
H: 1.24 2.37 2.76  -0.051
H: 0.68 2.98 5.69  0.421
H: 1.63 1.64 5.14  0.178
H: -0.20 0.75 4.19  0.290
C: 3.09 -1.28 3.12  -1.060
C: 1.75 -1.32 3.87  -0.383
O: 0.77 -0.56 3.31  0.003
H: 3.08 -1.57 2.07  0.199
H: 3.81 -1.94 3.62  0.430
H: 3.31 -0.21 3.15  0.198
H: 1.93 -1.09 4.91  0.522
H: 1.41 -2.37 3.85  0.271
H: 0.58 -1.03 2.47  -0.157
C: 1.57 -4.43 -2.51  -0.625
C: 2.82 -4.75 -3.30  -0.458
O: 2.48 -5.20 -4.60  -0.522
H: 1.14 -3.48 -2.85  0.167
H: 1.89 -4.35 -1.46  0.257
H: 0.82 -5.23 -2.54  0.294
H: 3.36 -5.58 -2.83  0.306
H: 3.44 -3.85 -3.28  0.284
H: 1.87 -4.58 -5.03  0.301
C: -1.47 1.61 -3.62  -0.684
C: -0.26 0.80 -4.04  0.283
O: 0.83 1.69 -4.22  -0.475
H: -1.83 2.31 -4.36  0.463
H: -1.20 2.15 -2.70  -0.079
H: -2.29 0.93 -3.40  0.107
H: -0.47 0.23 -4.94  0.360
H: -0.06 0.10 -3.23  -0.247
H: 1.62 1.20 -4.46  0.242
C: 1.07 4.67 -1.27  0.034
C: 0.65 5.09 -2.71  -0.493
O: 1.49 4.52 -3.72  -0.537
H: 1.22 3.60 -1.20  -0.468
H: 0.26 5.03 -0.64  0.189
H: 2.00 5.15 -1.03  0.401
H: 0.73 6.16 -2.88  0.384
H: -0.41 4.90 -2.91  0.207
H: 1.26 3.57 -3.74  0.343
C: -2.82 -1.30 -1.57  -0.004
C: -2.92 -2.29 -2.75  -0.593
O: -2.83 -1.61 -4.04  -0.541
H: -1.80 -0.91 -1.50  -0.363
H: -3.03 -1.80 -0.62  0.125
H: -3.48 -0.43 -1.66  0.504
H: -3.88 -2.81 -2.70  0.347
H: -2.07 -2.95 -2.79  0.095
H: -3.60 -1.02 -4.02  0.345
C: -2.12 -5.75 -0.76  -1.072
C: -2.11 -4.88 0.50  -0.107
O: -0.83 -4.34 0.76  -0.427
H: -1.86 -5.19 -1.67  0.115
H: -3.15 -6.12 -0.92  0.355
H: -1.45 -6.63 -0.68  0.413
H: -2.36 -5.52 1.36  0.281
H: -2.81 -4.05 0.47  0.238
H: -0.20 -5.07 0.72  0.184
C: 4.18 2.43 -0.64  -0.878
C: 4.61 2.47 0.82  0.178
O: 5.99 2.60 0.84  -0.552
H: 3.09 2.45 -0.68  -0.085
H: 4.56 1.52 -1.09  0.404
H: 4.65 3.23 -1.19  0.394
H: 4.35 1.50 1.25  -0.036
H: 4.13 3.30 1.31  0.295
H: 6.28 2.67 1.75  0.302
C: 0.38 0.42 -0.14  0.394
C: 0.64 -1.13 -0.21  -0.173
O: -0.08 -1.72 0.88  -0.132
H: 0.96 0.95 -0.89  0.099
H: 0.67 0.77 0.84  -0.260
H: -0.69 0.58 -0.25  -0.177
H: 1.71 -1.40 -0.19  0.367
H: 0.26 -1.53 -1.17  -0.082
H: -0.24 -2.66 0.73  0.108
C: -3.45 0.25 3.88  -1.445
C: -2.74 -0.84 3.11  0.284
O: -2.59 -0.45 1.77  -0.277
H: -3.81 -0.09 4.84  0.462
H: -4.36 0.56 3.35  0.347
H: -2.82 1.09 4.15  0.201
H: -3.32 -1.77 3.16  0.282
H: -1.76 -1.02 3.56  0.065
H: -1.85 -0.95 1.38  0.008
C: -2.10 3.70 0.27  -0.716
C: -3.17 2.81 0.99  -0.242
O: -3.41 1.60 0.21  -0.529
H: -2.57 3.91 -0.70  0.273
H: -1.12 3.25 0.11  -0.086
H: -1.98 4.66 0.79  0.461
H: -4.11 3.37 1.01  0.311
H: -2.89 2.58 2.01  0.091
H: -3.26 0.88 0.86  0.431

What did we get for energy relative to the best compared isomer or geometry (same formula, charge and spin)? Answer: 0.078 1.209 2.298 5.196 0.816 2.365 eV, in the order shown.